# 1
{
  "formula": "C7H12N3",
  "method": "ωB97M-V/def2-TZVPD",
  "species": ["C", "C", "C", "C", "C", "C", "C", "N", "N", "N", "H", "H", "H", "H", "H", "H", "H", "H", "H", "H", "H", "H"],
  "coordinates": [[1.484586, 0.114681, 0.537648], [1.577273, -0.937791, -0.232240], [0.273229, 0.833544, 0.697193], [-0.905096, -1.138519, -0.119711], [0.373183, -1.667336, -0.669518], [0.359706, -1.375399, -2.221558], [-0.635161, 2.810644, 1.590948], [-0.954105, 0.391162, 0.494980], [-2.048477, -1.707827, 0.077672], [0.500346, 2.091672, 1.072340], [2.451585, 0.474496, 0.811193], [2.560362, -1.488480, -0.568741], [0.541646, -2.667820, -0.541264], [-0.454714, -1.772128, -2.794787], [1.298648, -1.616681, -2.475379], [0.139892, -0.336442, -2.430580], [-0.562287, 3.314610, 2.532111], [-0.794026, 3.768150, 0.860710], [-1.602676, 2.301980, 1.573987], [-2.125907, -2.708947, -0.051239], [-2.818698, -1.157701, 0.382281], [1.340693, 2.474130, 1.473953]],
  "forces_ev_per_angstrom": [[1.740, -0.433, -0.686], [1.114, -3.164, -0.345], [2.204, 0.165, 0.457], [3.077, 5.452, 1.267], [-1.818, 3.230, -2.512], [-3.009, 0.992, 1.531], [-1.930, 3.863, -2.854], [-0.003, -4.116, -1.458], [-1.994, -2.220, 0.228], [-3.115, 1.122, 2.159], [0.144, 1.055, 0.635], [-1.800, 1.554, 1.036], [0.030, -2.847, 0.547], [-0.107, -1.390, -0.141], [3.187, -0.974, -2.118], [0.617, 0.683, 0.492], [0.946, -0.211, 0.815], [0.223, -2.092, 1.472], [0.654, -0.320, -0.198], [-0.345, 0.232, 0.225], [-0.645, 0.069, 0.091], [0.830, -0.650, -0.641]],
  "lowdin_charge": [-0.03, -0.03, -0.34, -0.22, -0.29, -0.01, -0.06, 0.31, 0.17, 0.10, 0.12, 0.19, 0.12, 0.09, 0.04, 0.09, 0.09, 0.16, 0.08, 0.14, 0.12, 0.17],
  "total_charge": 1,
  "spin_multiplicity": 3,
  "homo_energy_ev": [-9.6, -13.6]
}

***

# 2
{
  "formula": "C12H15FN3O2PtS2",
  "method": "ωB97M-V/def2-TZVPD",
  "species": ["Pt", "O", "N", "C", "C", "C", "C", "C", "S", "H", "H", "H", "H", "C", "O", "H", "H", "H", "F", "C", "C", "C", "C", "N", "C", "S", "N", "C", "H", "H", "H", "H", "H", "H", "H", "H"],
  "coordinates": [[0.601065, 0.822824, 0.251432], [2.045957, -0.345195, -0.706384], [3.059157, 0.147433, -1.419975], [4.217616, -0.523696, -1.240609], [5.363557, -0.217749, -1.916121], [5.316434, 0.861523, -2.813017], [4.147674, 1.543018, -2.976864], [2.940469, 1.217211, -2.286700], [1.511351, 2.062228, -2.503021], [4.132542, -1.317180, -0.514376], [6.262103, -0.790574, -1.737918], [6.198941, 1.154324, -3.370478], [4.074873, 2.378983, -3.657898], [3.233812, 1.842661, 1.214137], [1.884146, 1.831075, 1.472505], [3.498117, 2.281507, 0.233926], [3.704501, 0.839365, 1.251196], [3.749318, 2.454874, 1.976799], [-0.838360, 1.800350, 1.325437], [-3.789643, 0.520659, 3.017421], [-3.639835, -0.340220, 1.808149], [-4.516279, -1.325402, 1.412409], [-4.238248, -2.018437, 0.232092], [-3.138489, -1.755362, -0.532440], [-2.305570, -0.806670, -0.125638], [-0.908073, -0.430851, -1.051357], [-2.548174, -0.096189, 1.012412], [-5.157735, -3.085957, -0.280949], [-4.631301, 0.183495, 3.622515], [-3.955509, 1.563735, 2.724486], [-2.872487, 0.510799, 3.617542], [-5.390610, -1.552470, 2.010298], [-1.863625, 0.662898, 1.246913], [-5.972505, -3.284633, 0.417134], [-4.597882, -4.009054, -0.464208], [-5.577309, -2.779321, -1.248848]],
  "forces_ev_per_angstrom": [[-0.129, -0.112, 0.316], [-0.335, 0.181, -0.024], [0.032, -0.001, 0.232], [0.031, 0.065, -0.034], [-0.003, -0.045, 0.030], [0.030, 0.028, -0.050], [0.050, 0.028, -0.013], [-0.093, 0.105, -0.035], [0.143, -0.056, -0.187], [-0.015, 0.000, 0.012], [0.004, -0.004, 0.004], [0.005, 0.003, -0.004], [0.001, -0.002, 0.006], [-0.127, -0.042, 0.001], [-0.041, 0.013, -0.075], [0.028, -0.003, -0.049], [0.031, -0.030, -0.031], [0.037, 0.003, 0.007], [0.430, -0.106, -0.186], [0.169, -0.022, -0.267], [-0.872, -0.227, 0.690], [0.433, 0.047, -0.299], [-1.036, -0.198, 0.719], [1.031, 0.423, -0.427], [-0.881, -0.671, 0.005], [0.406, 0.213, -0.088], [0.988, 0.449, -0.233], [0.297, 0.233, -0.173], [-0.012, -0.002, 0.042], [-0.009, 0.103, 0.098], [-0.053, 0.018, 0.075], [-0.047, -0.013, 0.021], [-0.296, -0.129, -0.070], [-0.040, -0.021, 0.011], [-0.058, -0.113, -0.007], [-0.099, -0.115, -0.017]],
  "lowdin_charge": [0.83, -0.37, -0.21, -0.07, -0.11, -0.13, -0.14, -0.77, 0.55, 0.13, 0.08, 0.09, 0.08, -0.35, -0.50, 0.05, 0.05, 0.05, -0.58, -0.07, -0.34, -0.06, -0.40, 0.03, -0.81, 0.54, 0.05, -0.11, 0.06, 0.07, 0.07, 0.09, 0.04, 0.05, 0.05, 0.05],
  "total_charge": -2,
  "spin_multiplicity": 2,
  "homo_energy_ev": [1.3, -0.6]
}

***

# 3
{
  "formula": "C2H2Br3I",
  "method": "ωB97M-V/def2-TZVPD",
  "species": ["C", "C", "Br", "Br", "Br", "I", "H", "H"],
  "coordinates": [[0.340386, 1.157161, -0.604405], [-1.236946, -0.435741, 0.378682], [1.453709, 1.682759, 0.787232], [-0.744120, 2.527546, -1.277653], [-1.268130, -1.935984, -0.704877], [-2.961971, 0.674403, 0.617889], [0.734331, 0.379300, -1.292641], [-0.563257, -0.542952, 1.253428]],
  "forces_ev_per_angstrom": [[-1.882, -2.145, 0.343], [2.204, 2.171, 0.013], [0.349, -0.089, 0.245], [0.385, -0.248, -0.346], [-0.045, -0.386, -0.328], [0.113, -0.376, 0.217], [-0.240, 1.028, 0.377], [-0.884, 0.045, -0.521]],
  "lowdin_charge": [-1.23, -1.31, 0.63, 0.56, 0.60, 0.78, 0.00, -0.03],
  "homo_energy_ev": [-8.4, -8.3]
}

***

Total energy: -11911.6742; -48886.0974; -220331.2923 (eV)
Relative energy (zero: lowest compared OMol25 entry of this formula, charge and spin): 91.90; 6.27; 237.38 (kJ/mol)